Computed, not measured: a single C2H6O2 molecule at a distorted geometry, with ωB97M-V/def2-TZVPD.

Each line ends with the Mulliken charge.
Atoms and positions in Å:
O1 -1.206 1.217 -0.255  -0.52
C1 -0.841 -0.174 -0.039  -0.31
C2 0.766 -0.731 0.286  -0.27
O2 1.212 0.504 -0.257  -0.50
H1 -1.020 1.537 -1.156  0.31
H2 -1.390 -0.368 0.862  0.30
H3 -1.081 -0.712 -0.944  0.27
H4 1.179 -0.879 1.328  0.21
H5 1.353 -1.524 -0.274  0.19
H6 1.028 1.130 0.449  0.33

Summary:
* ΔE to the lowest compared entry with this formula, charge and spin: 62.1 kcal/mol
* frontier orbital gap: 10.23 eV
* HOMO level: -9.3 eV
* SMILES: OCCO
* DFT total energy: -230.18159 Eh
* total charge: 0
* LUMO energy: 0.942 eV

***

Computed, not measured: a 2-piece molecular cluster, C2H6O2 overall at a distorted geometry, with ωB97M-V/def2-TZVPD.

Each line ends with the Mulliken charge.
Atoms and positions in Å:
C1 0.005 0.881 -0.506  -0.73
C2 -0.071 -0.301 -1.244  0.42
O1 0.804 -1.205 -1.028  -0.28
H1 -0.791 1.611 -0.365  0.32
H2 0.917 1.171 0.005  0.43
H3 -0.816 -0.462 -2.025  0.37
H4 0.695 -1.995 -1.593  0.42
H5 -0.103 0.886 2.210  0.31
H6 -0.153 -0.655 2.005  0.31
O2 -0.488 0.069 2.541  -0.58

Summary:
* ΔE to the lowest compared entry with this formula, charge and spin: 17.7 kcal/mol
* frontier orbital gap (alpha / beta): 10.07 / 6.63 eV
* spin multiplicity: 2
* HOMO level (alpha / beta): -15.5 / -15.5 eV
* DFT total energy: -229.90411 Eh
* total charge: +1
* LUMO energy (alpha / beta): -5.452 / -8.836 eV
* <S²>: 0.7551

***

Computed, not measured: a 2-piece molecular cluster, C2H6O2P overall at a distorted geometry, with ωB97M-V/def2-TZVPD.

Each line ends with the Mulliken charge.
Atoms and positions in Å:
C1 0.891 -0.133 1.094  -0.87
C2 0.020 0.199 -1.689  -0.94
O1 -2.110 0.255 1.241  -0.75
O2 1.756 -1.674 -1.128  -0.73
P1 1.161 -0.402 -0.627  0.45
H1 1.675 -0.263 1.894  0.23
H2 0.440 0.872 1.154  0.28
H3 -1.713 -0.046 2.048  0.35
H4 -0.535 1.038 -1.562  0.39
H5 0.100 0.156 -2.794  0.25
H6 -1.685 -0.002 0.370  0.35

Summary:
* ΔE to the lowest compared entry with this formula, charge and spin: 77.5 kcal/mol
* frontier orbital gap: 7.10 eV
* HOMO level: -2.9 eV
* DFT total energy: -571.60818 Eh
* total charge: -1
* LUMO energy: 4.200 eV

***

Computed, not measured: a 2-piece molecular cluster, C2H6O2S overall at a distorted geometry, with ωB97M-V/def2-TZVPD.

Each line ends with the Mulliken charge.
Atoms and positions in Å:
O1 1.614 1.766 0.389  -0.45
C1 0.533 2.278 0.355  0.24
O2 -0.554 1.638 -0.164  -0.40
H1 0.275 3.156 0.964  0.34
H2 -0.156 0.884 -0.638  0.22
C2 0.389 -1.517 -1.031  -0.92
S1 -0.897 -1.909 0.265  -0.17
H3 1.018 -2.398 -1.090  0.30
H4 1.108 -0.701 -0.909  0.34
H5 -0.053 -1.250 -1.995  0.38
H6 -1.075 -0.662 0.764  0.14

Summary:
* ΔE to the lowest compared entry with this formula, charge and spin: 10.8 kcal/mol
* frontier orbital gap: 10.12 eV
* HOMO level: -9.3 eV
* SMILES: O=CO.CS
* DFT total energy: -628.45211 Eh
* total charge: 0
* LUMO energy: 0.793 eV

***

Computed, not measured: a 2-piece molecular cluster, C2H6O2S2 overall at a distorted geometry, with ωB97M-V/def2-TZVPD.

Each line ends with the Mulliken charge.
Atoms and positions in Å:
O1 1.430 -0.945 2.227  -0.47
C1 1.495 -1.845 1.442  0.21
O2 1.562 -1.631 0.117  -0.38
H1 1.377 -2.897 1.693  0.35
H2 1.782 -0.691 -0.006  0.30
C2 -0.232 2.030 0.534  -0.72
S1 -1.185 0.540 0.028  -0.06
S2 -0.793 0.421 -1.990  -0.20
H3 -0.285 2.831 -0.193  0.34
H4 -0.550 2.239 1.555  0.28
H5 0.760 1.605 0.714  0.21
H6 -2.011 0.236 -2.508  0.14

Summary:
* ΔE to the lowest compared entry with this formula, charge and spin: 10.6 kcal/mol
* frontier orbital gap: 9.09 eV
* HOMO level: -8.5 eV
* SMILES: O=CO.CSS
* DFT total energy: -1026.64573 Eh
* total charge: 0
* LUMO energy: 0.554 eV

***

Computed, not measured: a single C2H6O2S2 molecule at a distorted geometry, with ωB97M-V/def2-TZVPD.

Each line ends with the Mulliken charge.
Atoms and positions in Å:
C1 -0.227 1.618 -0.387  -0.83
C2 -1.027 -1.141 0.487  -0.72
O1 1.526 -1.814 -0.202  -0.52
O2 2.122 0.359 -0.876  -0.55
S1 2.053 -0.581 0.246  0.67
S2 -0.058 0.355 0.961  -0.06
H1 0.008 2.631 0.045  0.30
H2 0.301 1.273 -1.229  0.37
H3 -1.197 1.744 -0.698  0.36
H4 -0.225 -1.924 0.397  0.33
H5 -1.436 -1.302 1.484  0.28
H6 -1.840 -1.217 -0.229  0.36

Summary:
* ΔE to the lowest compared entry with this formula, charge and spin: 39.9 kcal/mol
* frontier orbital gap: 9.95 eV
* HOMO level: -9.4 eV
* DFT total energy: -1026.59898 Eh
* total charge: 0
* LUMO energy: 0.550 eV

***

Computed, not measured: a single C2H6O2Si molecule at a distorted geometry, with ωB97M-V/def2-TZVPD.

Each line ends with the Mulliken charge.
Atoms and positions in Å:
C1 -1.237 0.113 1.147  -0.94
Si1 0.095 -0.531 -0.003  0.69
O1 0.178 -2.071 -0.417  -0.46
C2 1.470 0.749 -0.590  -0.62
O2 0.115 0.524 -1.286  -0.42
H1 -1.373 1.284 0.998  0.26
H2 -2.204 -0.360 1.078  0.31
H3 -0.966 -0.037 2.169  0.33
H4 0.229 -2.074 -1.394  0.35
H5 2.149 0.661 -1.357  0.27
H6 1.543 1.742 -0.344  0.24

Summary:
* ΔE to the lowest compared entry with this formula, charge and spin: 27.0 kcal/mol
* frontier orbital gap: 9.77 eV
* HOMO level: -9.3 eV
* SMILES: C[Si@]1(O)CO1
* DFT total energy: -519.77979 Eh
* total charge: 0
* LUMO energy: 0.448 eV

***

Computed, not measured: C2H6O2Sn as an isolated structure at a distorted geometry, with ωB97M-V/def2-TZVPD.

Each line ends with the Mulliken charge.
Atoms and positions in Å:
Sn1 15.772 -10.330 17.075  1.72
C1 13.496 -8.032 19.546  -0.30
C2 13.713 -9.321 20.263  -0.45
O1 14.051 -10.484 19.456  -0.49
O2 14.328 -7.889 18.402  -0.51
H1 13.674 -7.255 20.289  0.28
H2 12.496 -7.972 19.116  0.35
H3 12.792 -9.443 20.833  0.34
H4 14.356 -9.121 21.120  0.39
H5 14.078 -11.238 20.050  0.33
H6 14.005 -7.218 17.795  0.34

Summary:
* ΔE to the lowest compared entry with this formula, charge and spin: 42.8 kcal/mol
* frontier orbital gap: 6.03 eV
* HOMO level: -18.5 eV
* DFT total energy: -443.79107 Eh
* total charge: +2
* LUMO energy: -12.478 eV

***

Computed, not measured: C2H6O2V as an isolated structure at a distorted geometry, with ωB97M-V/def2-TZVPD.

Each line ends with the Mulliken charge.
Atoms and positions in Å:
O1 -1.001 -2.588 -1.521  -0.92
O2 -0.072 -0.936 0.675  -0.75
H1 -0.002 -2.518 -1.777  0.29
V1 -1.492 -1.615 -0.104  1.13
C1 0.673 0.236 0.664  0.00
C2 -0.040 1.488 0.179  -1.12
H2 1.539 0.051 -0.004  0.25
H3 1.036 0.417 1.695  0.25
H4 0.033 1.580 -0.916  0.26
H5 -1.092 1.489 0.505  0.28
H6 0.419 2.396 0.603  0.32

Summary:
* frontier orbital gap (alpha / beta): 7.83 / 10.13 eV
* spin multiplicity: 4
* HOMO level (alpha / beta): -7.5 / -10.2 eV
* DFT total energy: -1174.23004 Eh
* total charge: 0
* LUMO energy (alpha / beta): 0.296 / -0.092 eV
* <S²>: 3.7616

***

Computed, not measured: C2H6O3Pb as an isolated structure at a distorted geometry, with ωB97M-V/def2-TZVPD.

Each line ends with the Mulliken charge.
Atoms and positions in Å:
C1 -0.633 -2.613 -0.151  -0.61
O1 0.406 -1.703 -0.511  -0.27
C2 0.128 -0.337 -0.394  0.39
O2 1.315 0.174 -0.930  -0.45
Pb1 2.303 -1.604 -1.749  0.51
H1 -0.929 -2.440 0.890  0.29
H2 -1.492 -2.482 -0.822  0.33
H3 -0.217 -3.616 -0.274  0.25
H4 -0.773 -0.034 -0.945  0.39
O3 -0.021 0.126 0.920  -0.50
H5 0.712 -0.186 1.469  0.32
H6 1.459 1.110 -0.608  0.37

Summary:
* frontier orbital gap (alpha / beta): 6.20 / 11.88 eV
* spin multiplicity: 2
* HOMO level (alpha / beta): -10.8 / -16.4 eV
* DFT total energy: -498.06774 Eh
* total charge: +1
* LUMO energy (alpha / beta): -4.558 / -4.497 eV
* <S²>: 0.7525

***

Computed, not measured: a 3-piece molecular cluster, C2H6O4S2 overall at a distorted geometry, with ωB97M-V/def2-TZVPD.

Each line ends with the Mulliken charge.
Atoms and positions in Å:
O1 0.386 -0.315 -1.248  -0.66
C1 1.233 0.117 -0.469  0.22
O2 1.491 -0.402 0.679  -0.44
H1 1.871 1.107 -0.701  0.40
H2 1.104 -1.330 0.996  0.46
O3 -0.348 -2.407 1.239  -0.62
C2 -1.339 -2.587 0.559  0.26
O4 -1.419 -2.238 -0.701  -0.41
H3 -2.277 -2.989 0.977  0.34
H4 -0.621 -1.857 -1.166  0.43
S1 0.978 2.865 0.416  -0.20
S2 -0.421 3.671 -0.925  -0.13
H5 0.571 3.584 1.649  0.20
H6 -1.207 2.782 -1.304  0.14

Summary:
* ΔE to the lowest compared entry with this formula, charge and spin: 11.6 kcal/mol
* frontier orbital gap: 9.62 eV
* HOMO level: -9.5 eV
* SMILES: O=CO.O=CO.SS
* DFT total energy: -1177.11508 Eh
* total charge: 0
* LUMO energy: 0.126 eV

***

Computed, not measured: a single C2H6O5 molecule at a distorted geometry, with ωB97M-V/def2-TZVPD.

Each line ends with the Mulliken charge.
Atoms and positions in Å:
C1 -1.258 0.660 -1.010  -1.42
C2 -0.046 0.187 -0.219  0.94
O1 1.089 0.542 -0.899  -0.51
O2 0.023 0.713 1.070  -0.52
O3 -0.160 -1.244 -0.151  -0.25
O4 0.388 -1.779 1.017  -0.04
O5 1.750 -1.502 1.120  -0.36
H1 -2.173 0.398 -0.488  0.39
H2 -1.183 1.735 -1.142  0.36
H3 -1.242 0.173 -1.979  0.35
H4 1.864 0.116 -0.506  0.39
H5 -0.852 0.733 1.471  0.30
H6 1.799 -0.732 1.718  0.36

Summary:
* ΔE to the lowest compared entry with this formula, charge and spin: 108.2 kcal/mol
* frontier orbital gap: 11.06 eV
* HOMO level: -10.5 eV
* SMILES: CC(O)(O)OOO
* DFT total energy: -455.83139 Eh
* total charge: 0
* LUMO energy: 0.596 eV

***

Computed, not measured: a 2-piece molecular cluster, C2H6OS overall at a distorted geometry, with ωB97M-V/def2-TZVPD.

Each line ends with the Mulliken charge.
Atoms and positions in Å:
C1 -1.190 -0.835 -0.868  -0.80
C2 0.258 -0.897 -1.199  0.13
O1 1.104 -0.715 -0.359  -0.43
H1 -1.658 -1.783 -0.610  0.26
H2 -1.345 -0.112 -0.067  0.22
H3 -1.769 -0.444 -1.717  0.30
H4 0.558 -1.377 -2.138  0.32
S1 0.897 2.095 2.031  -0.30
H5 1.110 2.498 3.321  0.14
H6 2.035 1.571 1.606  0.15

Summary:
* ΔE to the lowest compared entry with this formula, charge and spin: 7.3 kcal/mol
* frontier orbital gap: 10.46 eV
* HOMO level: -9.5 eV
* SMILES: CC=O.S
* DFT total energy: -553.19183 Eh
* total charge: 0
* LUMO energy: 0.969 eV

***

Computed, not measured: a 2-piece molecular cluster, C2H6OS overall at a distorted geometry, with ωB97M-V/def2-TZVPD.

Each line ends with the Mulliken charge.
Atoms and positions in Å:
C1 0.006 0.708 0.223  -0.57
C2 -0.281 1.649 1.113  -0.01
O1 0.122 2.941 0.940  -0.49
H1 -0.447 -0.271 0.201  0.20
H2 0.550 0.987 -0.674  0.25
H3 -0.753 1.381 2.053  0.30
H4 0.585 3.237 1.737  0.32
S1 0.333 -3.915 -1.424  -0.26
H5 -0.014 -2.643 -1.471  0.10
H6 -0.100 -4.075 -2.698  0.15

Summary:
* ΔE to the lowest compared entry with this formula, charge and spin: 16.3 kcal/mol
* frontier orbital gap: 10.30 eV
* HOMO level: -9.5 eV
* SMILES: C=CO.S
* DFT total energy: -553.17745 Eh
* total charge: 0
* LUMO energy: 0.833 eV

***

Computed, not measured: a 2-piece molecular cluster, C2H6OS overall at a distorted geometry, with ωB97M-V/def2-TZVPD.

Each line ends with the Mulliken charge.
Atoms and positions in Å:
C1 -0.489 1.910 0.462  -0.60
C2 -1.634 1.912 -0.222  -0.03
O1 -2.848 2.537 -0.024  -0.50
H1 0.414 1.425 0.111  0.26
H2 -0.520 1.877 1.551  0.23
H3 -1.635 1.383 -1.174  0.32
H4 -2.806 3.323 -0.564  0.33
S1 2.610 -5.014 0.079  -0.29
H5 3.871 -5.486 0.219  0.15
H6 3.036 -3.867 -0.437  0.14

Summary:
* ΔE to the lowest compared entry with this formula, charge and spin: 30.3 kcal/mol
* frontier orbital gap: 10.48 eV
* HOMO level: -9.7 eV
* SMILES: C=CO.S
* DFT total energy: -553.15517 Eh
* total charge: 0
* LUMO energy: 0.800 eV

***

Computed, not measured: a 2-piece molecular cluster, C2H6OS2 overall at a distorted geometry, with ωB97M-V/def2-TZVPD.

Each line ends with the Mulliken charge.
Atoms and positions in Å:
C1 1.962 -0.058 -1.658  -0.71
C2 2.299 -0.234 -0.325  0.06
O1 2.727 0.913 0.404  -0.50
H1 1.342 -0.854 -2.118  0.22
H2 1.870 0.814 -2.205  0.31
H3 2.283 -1.157 0.267  0.33
H4 2.440 1.780 0.112  0.31
S1 -1.883 -0.531 -0.643  -0.18
S2 -1.356 0.084 1.397  -0.20
H5 -3.010 0.064 -0.275  0.19
H6 -0.476 0.957 0.826  0.18

Summary:
* ΔE to the lowest compared entry with this formula, charge and spin: 33.4 kcal/mol
* frontier orbital gap: 8.94 eV
* HOMO level: -9.1 eV
* SMILES: C=CO.SS
* DFT total energy: -951.33886 Eh
* total charge: 0
* LUMO energy: -0.207 eV

***

Computed, not measured: a single C2H6OS2 molecule at a distorted geometry, with ωB97M-V/def2-TZVPD.

Each line ends with the Mulliken charge.
Atoms and positions in Å:
C1 0.939 0.546 0.819  -0.88
C2 -0.350 0.713 0.109  -0.51
S1 -0.723 -0.339 -1.088  0.51
O1 -1.688 0.129 -2.002  -0.54
S2 -1.163 -2.132 0.201  -0.23
H1 1.201 -0.410 1.181  0.38
H2 1.820 1.015 0.292  0.25
H3 0.802 1.193 1.723  0.27
H4 -0.605 1.659 -0.319  0.39
H5 0.125 -0.960 -2.048  0.16
H6 -0.358 -1.413 1.131  0.21

Summary:
* ΔE to the lowest compared entry with this formula, charge and spin: 88.4 kcal/mol
* frontier orbital gap: 8.07 eV
* HOMO level: -8.4 eV
* SMILES: CC=[S@H](=O)S
* DFT total energy: -951.25121 Eh
* total charge: 0
* LUMO energy: -0.332 eV

***

Computed, not measured: a 2-piece molecular cluster, C2H6OS2 overall at a distorted geometry, with ωB97M-V/def2-TZVPD.

Each line ends with the Mulliken charge.
Atoms and positions in Å:
C1 1.147 2.785 0.787  -0.08
O1 2.000 1.987 1.066  -0.37
H1 0.999 3.065 -0.270  0.22
H2 0.528 3.265 1.561  0.24
C2 -1.637 -1.917 -0.440  -0.77
S1 -0.450 -0.944 -1.404  -0.07
S2 1.390 -1.461 -0.690  -0.19
H3 -2.253 -2.502 -1.120  0.28
H4 -2.165 -1.208 0.193  0.27
H5 -1.237 -2.651 0.208  0.33
H6 1.678 -0.420 0.109  0.16

Summary:
* ΔE to the lowest compared entry with this formula, charge and spin: 12.2 kcal/mol
* frontier orbital gap: 9.54 eV
* HOMO level: -8.9 eV
* SMILES: C=O.CSS
* DFT total energy: -951.37259 Eh
* total charge: 0
* LUMO energy: 0.606 eV

***

Computed, not measured: a 2-piece molecular cluster, C2H6OS2 overall at a distorted geometry, with ωB97M-V/def2-TZVPD.

Each line ends with the Mulliken charge.
Atoms and positions in Å:
O1 0.599 -1.920 -1.715  -0.36
C1 0.698 -2.245 -0.564  -0.24
H1 1.479 -1.838 0.102  0.36
H2 -0.021 -2.965 -0.157  0.27
C2 -0.060 1.148 -1.345  -0.83
S1 0.606 0.840 0.345  0.29
S2 -1.212 0.653 1.345  0.09
H3 0.757 1.017 -2.045  0.35
H4 -0.926 0.508 -1.485  0.39
H5 -0.458 2.167 -1.326  0.40
H6 -0.611 -0.063 2.312  0.27

Summary:
* ΔE to the lowest compared entry with this formula, charge and spin: 7.5 kcal/mol
* frontier orbital gap (alpha / beta): 8.57 / 5.60 eV
* spin multiplicity: 2
* HOMO level (alpha / beta): -14.1 / -14.0 eV
* DFT total energy: -951.05929 Eh
* total charge: +1
* LUMO energy (alpha / beta): -5.501 / -8.449 eV
* <S²>: 0.7545

***

Computed, not measured: a 2-piece molecular cluster, C2H6P2 overall, with ωB97M-V/def2-TZVPD.

Each line ends with the Mulliken charge.
Atoms and positions in Å:
C1 1.041 0.580 -0.599  -0.36
C2 1.301 -0.107 0.678  -0.83
P1 -2.562 -0.114 -0.272  -0.06
P2 -1.737 -1.575 0.798  0.02
H1 1.365 -0.011 -1.453  0.24
H2 -0.027 0.807 -0.725  0.00
H3 1.543 1.554 -0.633  0.26
H4 1.101 0.416 1.596  0.34
H5 1.860 -1.019 0.722  0.33
H6 -3.885 -0.531 -0.111  0.06

Summary:
* ΔE to the lowest compared entry with this formula, charge and spin: 49.4 kcal/mol
* frontier orbital gap (alpha / beta): 7.07 / 7.43 eV
* HOMO level (alpha / beta): -8.1 / -8.2 eV
* DFT total energy: -762.36295 Eh
* total charge: 0
* LUMO energy (alpha / beta): -0.985 / -0.775 eV